{"formula": "C27H47F16NO5S2Si2", "method": "wB97M-V/def2-TZVPD", "symbols": ["S", "S", "Si", "Si", "F", "F", "F", "F", "F", "F", "F", "F", "F", "F", "F", "F", "F", "F", "F", "F", "O", "O", "O", "O", "O", "N", "C", "C", "C", "C", "C", "C", "C", "C", "C", "C", "C", "C", "C", "C", "C", "C", "C", "C", "C", "C", "C", "C", "C", "C", "C", "C", "C", "H", "H", "H", "H", "H", "H", "H", "H", "H", "H", "H", "H", "H", "H", "H", "H", "H", "H", "H", "H", "H", "H", "H", "H", "H", "H", "H", "H", "H", "H", "H", "H", "H", "H", "H", "H", "H", "H", "H", "H", "H", "H", "H", "H", "H", "H", "H"], "coordinates": [[4.19, -1.69, 0.23], [6.05, -3.33, 1.89], [-2.49, -0.02, 0.17], [0.34, -0.43, 0.32], [-1.88, -7.65, -0.15], [-5.21, 6.51, -0.77], [-3.53, -9.27, -1.59], [-3.41, -7.33, -2.53], [-3.93, 5.04, -1.72], [-3.03, 2.96, -4.71], [-3.07, -5.11, -0.82], [-1.62, -5.37, -3.32], [-0.26, -3.89, -2.57], [-2.91, -3.30, -2.01], [-0.95, 4.77, -4.93], [-4.40, 4.58, -4.25], [-0.87, -9.32, -1.11], [-1.81, 4.73, -2.96], [-3.81, 8.55, -1.93], [-4.69, 7.20, -3.38], [-0.38, -5.81, -1.50], [-1.53, 2.53, 1.01], [-1.19, -0.74, 1.02], [-2.24, 6.45, -4.34], [0.68, 4.42, 2.09], [6.53, -0.65, 1.52], [-2.69, -8.42, -2.24], [1.05, -1.91, -0.65], [-2.34, 7.19, -3.12], [-0.49, 3.25, 0.36], [7.75, -0.80, 0.67], [-2.42, 1.89, 0.07], [5.70, -1.82, 1.27], [1.69, -3.03, 0.25], [0.83, 3.30, 1.22], [7.02, -0.63, 2.92], [-1.48, -8.12, -1.35], [-2.20, -4.20, -1.30], [5.89, -0.60, 3.99], [-4.14, -1.18, 2.30], [3.02, 3.75, 2.83], [-2.07, 5.06, -4.24], [-1.13, -4.85, -2.19], [-0.38, -7.18, -1.91], [2.87, -2.56, 1.15], [-3.72, 7.29, -2.44], [-5.46, -2.03, 2.45], [7.57, -0.19, -0.76], [-3.98, 6.31, -1.29], [-4.19, -0.10, 3.43], [-3.23, 4.28, -4.85], [-4.20, -0.49, 0.89], [1.91, 4.84, 2.69], [-2.50, -0.51, -1.23], [8.09, -1.86, 0.60], [-5.37, -2.84, 3.21], [2.33, 5.76, 2.22], [-4.77, -1.10, 0.15], [1.65, 3.41, 0.48], [-5.80, -2.45, 1.49], [1.89, -1.49, -1.27], [2.67, 2.78, 3.22], [-0.19, 2.85, -0.63], [-3.25, 6.45, -0.49], [3.49, 3.61, 1.83], [-3.25, -1.84, 2.37], [8.53, -0.22, -1.32], [2.46, -1.99, 2.01], [7.24, 0.86, -0.63], [5.51, 0.42, 4.19], [0.30, 0.74, -0.57], [8.56, -0.22, 1.17], [7.75, -1.46, 3.07], [-6.26, -1.34, 2.81], [-3.33, 4.51, -5.92], [0.55, -7.57, -1.50], [1.27, -0.17, 1.44], [-1.56, 6.90, -2.41], [3.83, 4.20, 3.46], [-2.23, 2.18, -0.99], [-1.74, -3.69, -0.45], [3.32, -3.48, 1.59], [-2.38, -8.90, -3.17], [0.34, -2.38, -1.36], [6.35, -0.94, 4.95], [-0.27, -7.28, -2.99], [0.88, -3.43, 0.91], [-0.83, 4.30, 0.23], [2.01, -3.88, -0.40], [6.79, -0.79, -1.27], [5.05, -1.30, 3.78], [-4.81, 0.44, 1.02], [7.61, 0.31, 3.06], [-5.07, 0.56, 3.23], [-3.28, 0.52, 3.50], [-3.44, 2.29, 0.30], [-4.39, -0.55, 4.43], [1.64, 5.15, 3.73], [-2.08, 8.21, -3.41], [0.91, 2.34, 1.78]], "total_charge": 0, "e_homo_ev": -8.62, "max_force_ev_per_a": 2.1}